1.
Entry from OMol25: a structure of composition C16H33ClP2Re in a non-equilibrium geometry (the ωB97M-V functional and the def2-TZVPD basis).

Values from the calculation:
* 2S+1: 4
* Kohn-Sham gap (alpha / beta): 4.48 / 4.34 eV
* total charge: +2
* E_LUMO (alpha / beta): -0.337 / -0.342 hartree

Cartesian coordinates (Å):
P  0.132  -1.600  1.850
P  -0.132  1.503  1.948
C  -0.067  -0.728  0.208
C  0.308  0.754  0.303
H  -1.116  -0.857  -0.097
H  0.563  -1.267  -0.517
H  1.397  0.885  0.196
H  -0.193  1.343  -0.482
C  -1.766  2.251  1.693
H  -2.000  2.921  2.528
H  -2.546  1.483  1.651
H  -1.747  2.812  0.751
C  1.033  2.872  2.135
H  1.025  3.503  1.236
H  2.048  2.494  2.308
H  0.767  3.493  2.998
C  -0.916  -3.077  1.826
H  -0.628  -3.734  2.660
H  -0.772  -3.590  0.869
H  -1.976  -2.808  1.931
C  1.835  -2.211  1.768
H  2.537  -1.372  1.867
H  1.959  -2.718  0.801
H  2.003  -2.909  2.599
Re  -0.478  -0.146  3.423
C  0.571  1.621  -3.386
C  -0.743  1.664  -3.155
C  -1.805  0.886  -3.882
C  -1.405  -0.492  -4.470
C  -0.718  -1.421  -3.520
C  0.592  -1.484  -3.251
C  1.676  -0.653  -3.880
C  1.292  0.764  -4.380
C  0.084  -1.659  4.792
H  1.242  2.284  -2.828
H  -1.141  2.374  -2.417
H  -2.219  1.498  -4.706
H  -2.644  0.743  -3.182
H  -2.347  -0.983  -4.767
H  -0.815  -0.344  -5.381
H  -1.404  -2.121  -3.032
H  0.962  -2.248  -2.556
H  2.123  -1.203  -4.731
H  2.489  -0.561  -3.141
H  2.243  1.275  -4.608
H  0.734  0.684  -5.319
H  0.767  -1.180  5.506
H  0.581  -2.525  4.337
H  -0.810  -2.020  5.329
Cl  -1.657  1.185  5.328
C  0.078  1.309  4.786
H  0.260  2.354  4.490
H  0.746  0.958  5.572

2.
Entry from OMol25: a structure of composition C16H33MgN3O7S3 in a non-equilibrium geometry (the ωB97M-V functional and the def2-TZVPD basis).

Values from the calculation:
* 2S+1: 1
* Kohn-Sham gap: 7.89 eV
* E_LUMO: -0.015 hartree

Cartesian coordinates (Å):
Mg  -0.040  -1.205  1.405
C  -0.074  -0.159  -0.428
O  -0.116  -1.469  -0.667
O  0.979  0.182  0.304
O  -1.214  0.145  0.217
C  1.429  -2.469  -3.284
C  2.328  -1.496  -3.909
N  3.034  -0.734  -4.394
H  1.247  -3.248  -4.022
H  0.551  -1.919  -2.955
H  1.919  -2.881  -2.406
C  3.566  1.868  -0.705
C  4.437  1.657  0.448
N  5.115  1.456  1.351
H  2.554  1.966  -0.320
H  3.612  0.982  -1.340
H  3.885  2.696  -1.333
C  -3.713  0.059  -1.961
C  -5.050  -0.507  -1.870
N  -6.099  -0.968  -1.816
H  -2.993  -0.624  -1.502
H  -3.649  0.992  -1.405
H  -3.409  0.203  -2.996
C  -0.875  4.593  1.042
S  -1.202  4.097  2.744
O  -2.641  3.713  2.784
C  -0.325  2.518  2.608
H  -1.096  3.722  0.420
H  0.176  4.852  0.917
H  -1.540  5.406  0.767
H  0.599  2.667  2.049
H  -1.034  1.813  2.184
H  0.024  2.230  3.603
C  1.122  -3.769  4.065
S  2.225  -3.197  2.784
O  1.541  -2.019  2.161
C  3.482  -2.502  3.841
H  0.779  -2.873  4.589
H  1.640  -4.391  4.795
H  0.275  -4.295  3.639
H  4.053  -1.806  3.224
H  4.110  -3.276  4.270
H  3.011  -1.891  4.615
C  -2.607  -3.406  -0.166
S  -2.568  -3.105  1.589
O  -1.135  -2.693  1.870
C  -3.505  -1.594  1.593
H  -2.080  -2.579  -0.651
H  -3.645  -3.542  -0.462
H  -2.039  -4.313  -0.372
H  -3.044  -0.875  0.910
H  -3.589  -1.234  2.615
H  -4.517  -1.826  1.250
C  0.480  1.917  -4.349
C  1.098  2.844  -3.322
O  2.082  3.492  -3.586
C  0.467  2.893  -1.962
H  1.154  1.054  -4.387
H  0.451  2.327  -5.353
H  -0.498  1.581  -4.002
H  -0.567  3.242  -2.056
H  0.911  3.682  -1.348
H  0.529  2.015  -1.325

3.
Entry from OMol25: a structure of composition C16H33N3NaOSiTa in a non-equilibrium geometry (the ωB97M-V functional and the def2-TZVPD basis).

Values from the calculation:
* 2S+1: 1
* Kohn-Sham gap: 6.48 eV
* total charge: +2
* E_LUMO: -0.312 hartree

Cartesian coordinates (Å):
N  -1.626  1.731  -0.497
C  -1.942  2.726  0.162
O  -2.814  3.616  0.143
Na  -3.558  2.358  -1.522
Ta  -0.317  0.200  -0.891
N  1.321  0.892  -1.815
N  -1.164  -1.343  -1.798
C  1.649  2.402  -1.887
C  -2.233  -2.189  -1.152
C  0.508  3.061  -2.618
C  2.967  2.692  -2.652
C  1.797  2.904  -0.446
C  -2.974  -3.010  -2.235
C  -1.558  -3.172  -0.168
C  -3.220  -1.307  -0.444
H  0.440  2.641  -3.636
H  0.751  4.124  -2.685
H  -0.433  2.928  -2.079
H  3.835  2.207  -2.208
H  3.163  3.775  -2.604
H  2.898  2.415  -3.719
H  0.847  2.867  0.091
H  2.144  3.928  -0.518
H  2.548  2.299  0.081
H  -3.291  -2.364  -3.091
H  -3.892  -3.457  -1.773
H  -2.370  -3.855  -2.651
H  -0.865  -3.837  -0.684
H  -2.325  -3.771  0.309
H  -1.019  -2.605  0.622
H  -2.745  -0.585  0.238
H  -3.871  -1.966  0.136
H  -3.811  -0.767  -1.194
C  -0.404  -1.957  -2.896
H  -0.039  -1.137  -3.543
H  0.469  -2.610  -2.672
H  -1.107  -2.603  -3.462
C  2.256  -0.009  -2.507
H  3.324  0.257  -2.370
H  2.084  -1.044  -2.183
H  2.061  0.032  -3.589
C  1.670  -2.039  4.583
Si  0.786  -0.420  4.124
C  -0.816  -0.321  5.103
C  1.874  1.007  4.707
C  0.364  -0.268  2.349
C  0.209  -0.284  1.092
H  1.842  -2.076  5.671
H  2.654  -2.148  4.098
H  1.072  -2.927  4.319
H  -0.605  -0.405  6.179
H  -1.288  0.650  4.890
H  -1.497  -1.129  4.796
H  2.844  1.028  4.188
H  1.351  1.956  4.519
H  2.058  0.909  5.787

4.
Entry from OMol25: the ion C16H34BN6O with charge +1 in a non-equilibrium geometry (the ωB97M-V functional and the def2-TZVPD basis).

Values from the calculation:
* 2S+1: 1
* Kohn-Sham gap: 8.01 eV
* total charge: +1
* E_LUMO: -0.156 hartree
* SMILES: [H]/N=C/C[n+]1c(CCCCCCCCCCC)nnn1B(O)N(C)C

Cartesian coordinates (Å):
H  -3.750  -3.930  1.462
N  -3.109  -3.154  1.215
C  -3.732  -2.470  0.310
C  -3.178  -1.178  -0.411
N  -3.201  0.053  0.413
C  -2.078  0.878  0.783
C  -0.561  0.646  0.393
C  0.099  2.122  0.292
C  1.036  2.230  -1.022
C  2.420  2.954  -0.701
C  3.505  1.886  -0.232
C  4.167  1.059  -1.417
C  5.704  0.640  -1.119
C  5.939  0.208  0.399
C  4.980  -0.965  0.901
C  5.581  -2.426  0.646
C  4.454  -3.508  1.046
N  -2.581  1.976  1.569
N  -3.904  1.826  1.645
N  -4.217  0.729  0.965
B  -5.691  0.379  0.910
O  -6.306  0.029  2.168
N  -6.544  0.395  -0.282
C  -5.878  0.986  -1.481
C  -7.190  -0.927  -0.554
H  -4.755  -2.843  -0.030
H  -2.081  -1.364  -0.664
H  -3.688  -1.021  -1.413
H  -0.019  -0.027  1.117
H  -0.569  0.253  -0.676
H  0.658  2.373  1.244
H  -0.698  2.925  0.145
H  1.254  1.166  -1.344
H  0.487  2.782  -1.857
H  2.332  3.764  0.092
H  2.793  3.463  -1.647
H  2.991  1.141  0.452
H  4.268  2.449  0.399
H  4.182  1.590  -2.413
H  3.609  0.063  -1.496
H  5.965  -0.186  -1.847
H  6.324  1.560  -1.335
H  7.032  -0.097  0.515
H  5.786  1.077  1.117
H  3.923  -0.839  0.520
H  4.914  -0.864  2.039
H  5.803  -2.620  -0.455
H  6.483  -2.581  1.312
H  4.974  -4.517  1.044
H  4.010  -3.268  2.066
H  3.659  -3.513  0.230
H  -6.215  -0.939  2.292
H  -4.764  0.804  -1.554
H  -6.079  2.101  -1.476
H  -6.327  0.564  -2.441
H  -6.816  -1.752  0.135
H  -8.306  -0.798  -0.346
H  -7.098  -1.282  -1.620